Entry 1:
A single C3H2ClIO molecule. Source: the OMol25 dataset; level of theory: the ωB97M-V functional and the def2-TZVPD basis.

Results
Orbital gap (alpha / beta), eV: 7.09 / 7.83

Each line ends with the Mulliken charge.
Cartesian coordinates (Å):
C (0.35491, 1.29674, 0.25197)  -0.309
C (-0.74489, -0.08256, -1.25996)  -0.737
C (0.37649, -0.05894, -0.53513)  0.724
O (1.44457, -0.70254, -0.39592)  -0.552
Cl (-0.17284, 2.91482, -0.07811)  -0.084
I (-2.49342, -0.08741, -0.06755)  0.215
H (1.45063, 1.31762, 0.54958)  0.354
H (-0.86670, -0.45986, -2.32193)  0.390

=====

Entry 2:
A single C3H3F2NO molecule. Source: the OMol25 dataset; level of theory: the ωB97M-V functional and the def2-TZVPD basis.

Results
SMILES: N#CCOC(F)F
Orbital gap, eV: 11.52

Each line ends with the Mulliken charge.
Cartesian coordinates (Å):
C (0.24874, 0.96089, -0.37604)  0.443
C (-0.39528, -0.26634, -0.11398)  -0.351
C (-2.86302, 0.39842, 0.53741)  0.376
N (0.40779, 2.06783, -0.59930)  -0.331
O (-1.72811, -0.16893, 0.93554)  -0.392
F (-3.88625, -0.59211, 0.36453)  -0.273
F (-2.71123, 1.01948, -0.76828)  -0.290
H (-3.54275, 1.11283, 0.92873)  0.247
H (-0.87970, -0.68576, -1.03514)  0.278
H (-0.02679, -1.06543, 0.44453)  0.293

=====

Entry 3:
A molecular structure, C28H37ClFeN2O6PSi. Source: the OMol25 dataset; level of theory: the ωB97M-V functional and the def2-TZVPD basis.

Results
Net charge: -1
Orbital gap (alpha / beta), eV: 6.91 / 6.89

Each line ends with the Mulliken charge.
Cartesian coordinates (Å):
Fe (-0.53084, -0.07596, -0.39813)  0.336
C (-1.89644, -1.19235, -3.61666)  -1.247
C (-0.85923, -0.10836, -3.55992)  1.121
C (-0.29336, 0.42076, -4.71601)  -1.037
C (0.69297, 1.39260, -4.58630)  -0.438
C (1.12119, 1.80686, -3.34355)  -1.087
C (0.53755, 1.21682, -2.20437)  0.507
N (-0.48084, 0.31160, -2.36018)  0.532
N (0.84141, 1.33790, -0.90888)  0.552
Si (1.86167, 2.43362, -0.09367)  -0.207
C (3.63611, 1.80055, 0.01439)  -1.018
C (1.92904, 4.13914, -0.90121)  -1.314
C (1.20407, 2.67307, 1.64634)  -0.599
H (-2.64140, -0.98063, -4.38555)  0.501
H (-2.37627, -1.30229, -2.64826)  -0.044
H (-1.41773, -2.14287, -3.86476)  0.245
H (-0.61568, 0.07144, -5.68763)  0.432
H (1.14846, 1.81619, -5.47499)  0.394
H (1.91694, 2.53098, -3.23841)  0.332
H (4.10506, 1.77399, -0.97345)  0.287
H (3.66239, 0.78521, 0.41842)  0.257
H (4.24964, 2.43791, 0.65784)  0.412
H (2.49442, 4.15692, -1.83479)  0.358
H (2.39997, 4.85265, -0.21811)  0.377
H (0.91634, 4.49177, -1.11133)  0.357
H (0.80641, 1.73164, 2.02826)  -0.183
H (0.38465, 3.39620, 1.63690)  0.127
H (1.98377, 3.04345, 2.31884)  0.497
C (-2.90497, 4.10221, 4.23788)  -0.797
O (-3.56903, 2.86635, 4.40280)  -0.472
C (-3.40457, 1.94054, 3.41367)  1.176
C (-4.04079, 0.69923, 3.65486)  -1.240
C (-3.92227, -0.28223, 2.71305)  -0.761
C (-3.16057, -0.13235, 1.53218)  0.531
C (-3.06927, -1.18770, 0.55922)  0.722
C (-4.06117, -2.33382, 0.53034)  -1.592
O (-2.23127, -1.21206, -0.35475)  -0.380
C (-2.49618, 1.13000, 1.28883)  0.354
O (-1.80089, 1.39786, 0.26697)  -0.792
C (-2.68643, 2.15867, 2.27245)  -0.377
H (-3.12129, 4.68532, 5.13016)  0.239
H (-3.27038, 4.63663, 3.35677)  0.315
H (-1.82479, 3.96318, 4.14324)  0.313
H (-4.60823, 0.56178, 4.56474)  0.392
H (-4.41518, -1.22597, 2.90767)  0.157
H (-4.62334, -2.48244, 1.44724)  0.421
H (-3.52068, -3.24307, 0.27165)  0.330
H (-4.77249, -2.13165, -0.27345)  0.374
H (-2.18273, 3.09232, 2.07033)  0.312
Cl (5.09230, -1.41826, -5.46055)  -0.273
C (3.97686, -1.82484, -4.17377)  0.239
C (3.62846, -3.15233, -3.97822)  -0.698
C (2.74961, -3.46660, -2.95413)  -0.470
C (2.20530, -2.46844, -2.15279)  -0.324
C (2.56704, -1.14694, -2.37147)  1.044
C (3.46423, -0.81693, -3.37884)  -0.855
C (1.24220, -2.83889, -1.03901)  -0.016
O (1.34469, -3.98012, -0.55773)  -0.791
O (0.42772, -1.95521, -0.65405)  -0.213
H (4.04550, -3.91958, -4.61673)  0.411
H (2.47524, -4.49363, -2.75235)  0.443
H (2.13525, -0.37312, -1.74903)  0.025
H (3.75075, 0.21162, -3.55308)  0.444
C (-0.49690, -3.14462, 1.94849)  -0.992
P (0.27498, -1.58605, 2.39003)  1.512
C (-0.22186, -1.27560, 4.09749)  -1.244
C (2.04363, -1.90984, 2.43478)  -1.237
O (-0.08004, -0.38183, 1.57516)  -0.499
H (-0.07745, -3.93810, 2.56988)  0.497
H (-0.27377, -3.34696, 0.89985)  0.166
H (-1.57082, -3.08170, 2.12180)  0.219
H (0.05453, -2.10056, 4.75541)  0.424
H (-1.30466, -1.13418, 4.11447)  0.211
H (0.25170, -0.35565, 4.44132)  0.359
H (2.27545, -2.69498, 3.15639)  0.466
H (2.56490, -0.99208, 2.70955)  0.272
H (2.36140, -2.23617, 1.44645)  0.203

=====

Entry 4:
A single C19H17F2N3O5 molecule. Source: the OMol25 dataset; level of theory: the ωB97M-V functional and the def2-TZVPD basis.

Results
SMILES: C[C@H]1CO[C@@H]2Cn3cc(C(=O)NCc4ccc(F)cc4F)c(=O)c(O)c3C(=O)N12
Orbital gap, eV: 8.54

Each line ends with the Mulliken charge.
Cartesian coordinates (Å):
C (-5.67208, -2.07210, 0.99449)  -1.475
C (-5.42150, -0.83415, 0.14090)  0.000
N (-4.00752, -0.50725, 0.08240)  0.089
C (-3.18774, -0.81151, -0.94431)  0.578
O (-3.51796, -1.60591, -1.82139)  -0.839
C (-1.85624, -0.18229, -0.90719)  0.178
C (-0.82841, -0.70867, -1.65821)  0.197
O (-0.99495, -1.72784, -2.48653)  -0.619
H (-1.95047, -1.97802, -2.51008)  0.400
C (0.54733, -0.16824, -1.56253)  1.036
O (1.46304, -0.64868, -2.22552)  -0.840
C (0.67035, 0.93731, -0.63916)  -0.217
C (-0.41888, 1.42864, 0.02120)  -0.178
N (-1.64951, 0.91635, -0.09282)  0.095
C (-2.79803, 1.54073, 0.52124)  -0.864
C (-3.68052, 0.43762, 1.12342)  0.161
O (-4.90205, 0.90240, 1.62637)  -0.412
C (-5.95462, 0.45326, 0.78168)  -0.458
H (-6.17804, 1.21186, 0.02042)  0.268
H (-6.83157, 0.29598, 1.40788)  0.371
H (-3.13168, -0.05250, 1.94720)  0.212
H (-2.47553, 2.23504, 1.29698)  0.377
H (-3.37884, 2.09134, -0.22973)  0.198
H (-0.28678, 2.27701, 0.67882)  0.467
C (1.97511, 1.60051, -0.32424)  0.372
O (2.05475, 2.45020, 0.55097)  -0.753
N (3.01227, 1.19146, -1.07160)  -0.112
H (2.84805, 0.42378, -1.72187)  0.360
C (4.36379, 1.62624, -0.81481)  -1.208
C (5.15296, 0.55264, -0.10788)  0.172
C (6.37372, 0.09930, -0.59051)  0.495
C (7.09510, -0.90267, 0.03309)  -0.643
C (6.55925, -1.46287, 1.17714)  0.440
C (5.34812, -1.04348, 1.69865)  -0.739
C (4.65753, -0.03784, 1.04949)  -0.098
H (3.71449, 0.30846, 1.44313)  0.397
H (4.96356, -1.50101, 2.59575)  0.443
F (7.24117, -2.44236, 1.80041)  -0.324
H (8.03983, -1.23512, -0.36452)  0.471
F (6.89153, 0.65142, -1.70638)  -0.333
H (4.84672, 1.89323, -1.75791)  0.398
H (4.29544, 2.51477, -0.17723)  0.392
H (-5.78895, -0.99169, -0.87591)  0.416
H (-6.73249, -2.30722, 1.00078)  0.411
H (-5.12851, -2.91788, 0.58181)  0.386
H (-5.34123, -1.90025, 2.01612)  0.334

=====

Number 1: E -948.4705 hartree. Number 2: E -445.7547 hartree. Number 3: E -4005.1392 hartree. Number 4: E -1474.4895 hartree.